1.
ORCA calculation (the ωB97M-V functional and the def2-TZVPD basis) on C43H35ClFGeNO5PRu as an isolated structure.

Output
E_HOMO (spin up / spin down): -12.75 / -13.76 eV
Kohn-Sham gap (spin up / spin down): 0.252 / 0.138 Ha
Multiplicity: 6
Expectation value of S²: 8.804
LUMO energy (spin up / spin down): -0.2167 / -0.3677 hartree
Net charge: +2

Element x y z (Å)
Ru1 0.8857 1.0366 0.2825
O1 3.6068 -0.4337 2.7944
Cl1 3.0000 0.7263 2.2714
O2 3.5525 1.9380 2.7470
O3 1.5205 0.7036 2.5000
O4 3.0566 0.7035 0.7551
O5 2.6172 0.9303 -2.2659
N1 1.2810 0.7104 -1.9496
C1 0.5021 1.1006 -2.8863
C2 -0.9659 0.9632 -2.9164
C3 -1.4671 0.8536 -4.2150
C4 -2.8200 0.6704 -4.4547
C5 -3.7030 0.6421 -3.3901
C6 -3.2264 0.7927 -2.0957
C7 -1.8658 0.9294 -1.8339
P1 -1.4505 1.2191 -0.0866
C8 -2.2096 -0.0372 0.9627
C9 -2.0966 0.1645 2.3453
C10 -2.6663 -0.7345 3.2288
C11 -3.3450 -1.8464 2.7389
C12 -3.4378 -2.0604 1.3728
C13 -2.8685 -1.1624 0.4777
C14 -2.3084 2.7721 0.2871
C15 -3.4600 2.8138 1.0707
C16 -4.1261 4.0183 1.2582
C17 -3.6611 5.1777 0.6597
C18 -2.5344 5.1354 -0.1528
C19 -1.8653 3.9389 -0.3379
H1 3.1191 0.3360 -1.6829
H2 0.9787 1.4766 -3.7904
H3 -0.7807 0.9058 -5.0505
H4 -3.1805 0.5742 -5.4695
H5 -4.7649 0.5283 -3.5616
H6 -3.9341 0.8157 -1.2754
H7 -1.5698 1.0293 2.7344
H8 -2.5870 -0.5676 4.2948
H9 -3.8059 -2.5432 3.4263
H10 -3.9544 -2.9319 0.9943
H11 -2.9354 -1.3523 -0.5860
H12 -3.8520 1.9191 1.5327
H13 -5.0169 4.0430 1.8711
H14 -4.1839 6.1122 0.8115
H15 -2.1874 6.0313 -0.6493
H16 -1.0160 3.9130 -1.0087
F1 2.6477 6.7607 1.0161
C20 2.1367 5.5623 0.8149
C21 2.1898 5.0264 -0.4840
C22 1.6714 3.7798 -0.6933
C23 1.1319 3.0250 0.3909
C24 1.0475 3.6389 1.6790
C25 1.5621 4.8864 1.8983
H17 2.6448 5.6091 -1.2730
H18 1.7195 3.3493 -1.6858
H19 0.6006 3.0963 2.5012
H20 1.5494 5.3597 2.8698
C26 -2.3359 -3.9870 -1.8864
C27 -1.8659 -4.3595 -0.6363
C28 -0.8152 -3.6670 -0.0492
C29 -0.1980 -2.6082 -0.7251
C30 -0.6721 -2.2545 -1.9890
C31 -1.7358 -2.9326 -2.5645
Ge1 1.3631 -1.8274 0.1303
C32 1.5413 -2.5947 1.8898
C33 2.5605 -3.5084 2.1235
C34 2.6779 -4.1125 3.3745
C35 1.7874 -3.7932 4.4152
C36 0.7742 -2.8814 4.1975
C37 0.6513 -2.2823 2.9474
C38 2.9304 -2.0840 -0.9468
C39 4.2190 -1.8222 -0.4560
C40 5.3348 -2.1009 -1.2274
C41 5.1884 -2.6198 -2.5076
C42 3.9206 -2.8727 -3.0120
C43 2.7996 -2.5967 -2.2442
H21 -3.1573 -4.5258 -2.3389
H22 -2.3184 -5.1922 -0.1138
H23 -0.4736 -3.9645 0.9335
H24 -0.1926 -1.4647 -2.5494
H25 -2.0865 -2.6533 -3.5496
H26 3.2587 -3.7656 1.3379
H27 3.4681 -4.8323 3.5469
H28 1.9002 -4.2602 5.3843
H29 0.0852 -2.6361 4.9939
H30 -0.1522 -1.5693 2.7816
H31 4.3557 -1.4296 0.5408
H32 6.3232 -1.9094 -0.8310
H33 6.0621 -2.8311 -3.1091
H34 3.8055 -3.2881 -4.0040
H35 1.8220 -2.8219 -2.6494

Results of the Löwdin charge analysis, in e, for atoms 1 through 6: 1.057 -0.263 0.730 -0.224 -0.454 -0.472



2.
ORCA calculation (the ωB97M-V functional and the def2-TZVPD basis) on C43H36AsCoF11N3O5 as an isolated structure.

Output
E_HOMO (spin up / spin down): -2.84 / -2.86 eV
Kohn-Sham gap (spin up / spin down): 0.254 / 0.254 Ha
LUMO energy (spin up / spin down): 0.1492 / 0.1490 hartree
Net charge: -2

Element x y z (Å)
Co1 -1.0137 1.0419 0.9791
O1 -2.7807 0.4264 1.2864
C1 -3.6392 0.0629 0.4124
C2 -4.4629 -1.0714 0.6427
C3 -5.4113 -1.4505 -0.2747
C4 -5.6079 -0.7364 -1.4666
C5 -4.8290 0.3764 -1.7064
C6 -3.8582 0.7868 -0.7896
C7 -3.0795 1.9932 -0.9750
N1 -1.8823 2.2544 -0.4689
C8 -1.5729 3.5491 -0.8167
C9 -2.5734 4.0719 -1.5611
N2 -3.5217 3.0691 -1.6679
H1 -4.3025 -1.6129 1.5675
H2 -6.0141 -2.3301 -0.0757
H3 -6.3537 -1.0525 -2.1848
H4 -4.9506 0.9271 -2.6362
H5 -0.6494 4.0001 -0.5065
H6 -2.6924 5.0337 -2.0254
H7 -4.4409 3.1439 -2.0613
C10 4.3706 -1.1943 -2.1346
C11 2.8533 -1.2729 -2.1890
C12 2.3732 -2.0514 -3.4059
O2 2.2994 0.0296 -2.2377
C13 1.3588 0.2132 -1.1804
C14 1.5341 -0.9990 -0.2764
O3 2.3938 -1.8818 -0.9993
C15 0.1942 -1.6675 0.0814
O4 -0.6286 -0.7270 0.6642
C16 -0.4751 -2.2507 -1.1722
C17 -0.0872 -3.4849 -1.6908
C18 -0.7058 -4.0100 -2.8150
C19 -1.7283 -3.3085 -3.4431
C20 -2.1292 -2.0847 -2.9279
C21 -1.5061 -1.5655 -1.8001
C22 0.3850 -2.7995 1.0970
C23 1.6117 -3.1628 1.6342
C24 1.6907 -4.1623 2.5976
C25 0.5432 -4.7976 3.0418
C26 -0.6908 -4.4328 2.5131
C27 -0.7633 -3.4480 1.5449
C28 1.5612 1.5858 -0.4978
O5 0.6586 1.7995 0.5335
C29 3.0006 1.6910 0.0377
C30 4.0943 1.8319 -0.8180
C31 5.3824 1.9379 -0.3168
C32 5.6020 1.9091 1.0555
C33 4.5180 1.7881 1.9111
C34 3.2279 1.6841 1.4061
C35 1.3740 2.7057 -1.5472
C36 0.6458 2.5465 -2.7219
C37 0.4436 3.6107 -3.5912
C38 0.9628 4.8624 -3.3035
C39 1.6919 5.0374 -2.1332
C40 1.8960 3.9697 -1.2740
H8 4.7563 -0.6597 -3.0051
H9 4.7825 -2.2051 -2.1243
H10 4.6797 -0.6740 -1.2309
H11 2.7759 -1.5914 -4.3107
H12 1.2852 -2.0356 -3.4502
H13 2.7071 -3.0891 -3.3505
H14 0.3452 0.2073 -1.5908
H15 2.0007 -0.6918 0.6655
H16 0.7066 -4.0360 -1.2022
H17 -0.3897 -4.9723 -3.2018
H18 -2.2145 -3.7198 -4.3205
H19 -2.9426 -1.5330 -3.3843
H20 -1.8354 -0.6253 -1.3802
H21 2.5188 -2.6679 1.3137
H22 2.6555 -4.4230 3.0180
H23 0.6020 -5.5547 3.8151
H24 -1.5998 -4.8941 2.8747
H25 -1.7268 -3.1312 1.1631
H26 3.9313 1.8671 -1.8875
H27 6.2179 2.0411 -1.0009
H28 6.6088 1.9854 1.4507
H29 4.6672 1.7743 2.9844
H30 2.3815 1.5857 2.0644
H31 0.2214 1.5861 -2.9800
H32 -0.1340 3.4561 -4.4954
H33 0.7966 5.6952 -3.9773
H34 2.1080 6.0083 -1.8897
H35 2.4548 4.1186 -0.3580
F1 -1.9582 -0.7075 3.6314
As1 -2.7027 -1.5502 4.9387
F2 -2.4600 -0.1909 5.9877
F3 -1.0954 -2.1662 5.3951
F4 -3.3724 -2.4423 6.2805
F5 -2.9226 -2.9563 3.9324
F6 -4.2762 -0.9780 4.4936
N3 0.6747 -1.0551 3.9749
C41 1.2716 -0.3301 3.2930
H36 -0.1063 -1.5508 4.4110
F7 -2.5170 2.3078 2.9678
C42 -1.3268 2.4835 2.3277
F8 -1.4194 3.7369 1.7416
C43 -0.3399 2.7213 3.4891
F9 -0.7407 3.7854 4.2347
F10 -0.2813 1.6754 4.3092
F11 0.8962 3.0112 3.0692

Results of the Löwdin charge analysis, in e, for atoms 1 through 6: 0.732 -0.110 -0.337 0.017 -0.099 -0.136



3.
ORCA calculation (the ωB97M-V functional and the def2-TZVPD basis) on C43H36Cl5N2O5OsS5Te as an isolated structure.

Output
E_HOMO (spin up / spin down): -5.95 / -8.40 eV
Kohn-Sham gap (spin up / spin down): 0.157 / 0.203 Ha
Multiplicity: 6
Expectation value of S²: 8.789
LUMO energy (spin up / spin down): -0.0615 / -0.1055 hartree
Net charge: 0

Element x y z (Å)
Os1 0.4172 2.6221 -0.2359
Cl1 -1.6318 -1.0627 -4.9748
C1 -0.5185 -2.2225 -4.3289
C2 -1.0215 -3.2325 -3.5266
C3 -0.1930 -4.2364 -3.0549
C4 1.1416 -4.2403 -3.4210
C5 1.6334 -3.2290 -4.2222
Cl2 3.3164 -3.2663 -4.6655
C6 0.8388 -2.1637 -4.6813
N1 1.3794 -1.1872 -5.4990
C7 1.1987 0.2355 -5.3446
C8 0.6380 0.9490 -6.3932
C9 0.5634 2.3311 -6.3402
C10 1.0770 3.0012 -5.2394
C11 1.6605 2.2883 -4.2034
C12 1.7232 0.8995 -4.2296
C13 2.4250 0.1157 -3.1470
C14 2.6277 0.8645 -1.8252
O1 3.7287 1.3006 -1.5536
O2 1.5904 0.9091 -1.0137
H1 -2.0785 -3.2389 -3.2980
H2 -0.5891 -5.0191 -2.4216
H3 1.8089 -5.0236 -3.0861
H4 2.3151 -1.4115 -5.7973
H5 0.2588 0.4006 -7.2462
H6 0.1241 2.8836 -7.1620
H7 1.0368 4.0815 -5.1946
H8 2.1013 2.8206 -3.3668
H9 3.4262 -0.1528 -3.4870
H10 1.8688 -0.7989 -2.9378
C15 -2.4258 4.8751 -1.2728
S1 -2.2371 3.7962 0.1869
C16 -3.2044 2.4383 -0.3414
C17 -2.7171 1.3537 -0.9684
S2 -1.0592 0.9903 -1.3262
S3 -3.9300 0.1798 -1.4309
C18 -5.3039 0.9415 -0.6920
S4 -6.7946 0.2770 -0.6659
S5 -4.9126 2.4767 0.0085
H11 -2.2905 5.8975 -0.9279
H12 -3.4302 4.7439 -1.6684
H13 -1.6735 4.6321 -2.0162
C19 0.8165 -6.8538 3.4030
C20 0.8398 -5.4035 3.0019
C21 1.3859 -4.9985 1.7900
C22 1.3868 -3.6663 1.4000
C23 1.9935 -3.2802 0.0679
C24 0.7958 -2.7124 2.2445
Te1 0.6608 -0.7101 1.4062
N2 0.4938 1.7185 1.4881
C25 0.6411 2.8123 2.2319
O3 0.4564 3.9071 1.5861
C26 0.9230 2.8415 3.6792
C27 0.7225 4.0399 4.3618
C28 0.9398 4.0994 5.7284
C29 1.3640 2.9673 6.4129
C30 1.5847 1.7787 5.7302
C31 1.3673 1.7148 4.3643
C32 -1.4185 -0.6115 1.8489
C33 -1.8937 0.3439 2.7428
C34 -3.2527 0.4763 2.9755
C35 -4.1465 -0.3521 2.3139
C36 -3.6718 -1.3135 1.4366
C37 -2.3092 -1.4625 1.1813
C38 -1.8488 -2.4994 0.1883
C39 0.3098 -3.0857 3.5055
C40 -0.2194 -2.0948 4.5155
C41 0.3263 -4.4321 3.8521
H14 1.2340 -7.4884 2.6222
H15 -0.2067 -7.1795 3.5986
H16 1.3903 -7.0113 4.3183
H17 1.8216 -5.7414 1.1293
H18 2.5034 -4.1284 -0.3858
H19 2.7220 -2.4740 0.1849
H20 1.2271 -2.9328 -0.6323
H21 0.3954 4.9060 3.8026
H22 0.7788 5.0278 6.2612
H23 1.5333 3.0130 7.4814
H24 1.9305 0.9021 6.2638
H25 1.5647 0.8009 3.8209
H26 -1.2071 0.9886 3.2710
H27 -3.6068 1.2294 3.6691
H28 -5.2124 -0.2475 2.4764
H29 -4.3736 -1.9607 0.9228
H30 -2.6999 -2.9327 -0.3362
H31 -1.3011 -3.3016 0.6870
H32 -1.1840 -2.0499 -0.5568
H33 0.0978 -1.0822 4.2807
H34 0.1457 -2.3437 5.5132
H35 -1.3115 -2.1042 4.5438
H36 -0.0660 -4.7290 4.8210
Cl3 0.5155 7.1312 -0.6399
C42 1.9419 6.2545 -1.2434
Cl4 2.1631 6.5867 -2.9657
Cl5 3.3632 6.7630 -0.3480
C43 1.6687 4.7404 -1.0496
O4 2.4084 4.0719 -0.3334
O5 0.6286 4.2486 -1.6217

Results of the Löwdin charge analysis, in e, for atoms 1 through 6: 1.444 0.744 -0.571 -0.118 -0.098 -0.128



4.
ORCA calculation (the ωB97M-V functional and the def2-TZVPD basis) on C43H36GeN7OTl as an isolated structure.

Output
E_HOMO: 0.75 eV
Relative energy (zero: lowest compared OMol25 entry of this formula, charge and spin): 29.4 kcal/mol
Kohn-Sham gap: 0.122 Ha
LUMO energy: 0.1500 hartree
Net charge: -2

Element x y z (Å)
Tl1 0.7921 -0.0945 0.7049
C1 -0.9438 0.6869 4.1450
C2 -1.3038 1.9112 3.6632
C3 -0.2824 2.7549 3.2303
C4 1.0277 2.3622 3.4052
N1 1.3783 1.1706 3.8737
C5 0.4108 0.3498 4.1904
C6 2.1589 3.2038 2.8257
C7 2.3533 4.5570 3.1540
C8 3.2598 5.2324 2.4104
C9 3.9210 4.6401 1.3443
C10 3.6536 3.2889 1.1311
N2 2.8533 2.5850 1.9125
C11 4.1015 2.5401 -0.0767
C12 3.6948 2.9456 -1.3394
C13 4.1271 2.2333 -2.4854
C14 4.9409 1.1401 -2.2414
C15 5.2277 0.8015 -0.9146
N3 4.8880 1.4828 0.1398
H1 -1.7169 -0.0513 4.3375
H2 -2.2748 2.3047 3.3996
H3 -0.5553 3.6986 2.7770
H4 0.6094 -0.6807 4.4981
H5 1.7357 4.9398 3.9733
H6 3.5164 6.2292 2.6957
H7 4.6112 5.1569 0.7034
H8 3.0168 3.7446 -1.3454
H9 3.8694 2.4674 -3.5215
H10 5.2958 0.4798 -3.0329
H11 5.7642 -0.1472 -0.7544
C16 -0.6227 1.3202 0.4107
Ge1 -1.9651 1.3571 -0.7693
C17 -1.5022 1.9516 -2.6633
C18 -0.2932 2.5977 -2.7389
C19 0.3115 2.8785 -3.9709
C20 -0.3421 2.4930 -5.1673
C21 -1.5663 1.8670 -5.1064
C22 -2.1201 1.5485 -3.8460
C23 -2.6951 -0.4035 -1.5367
C24 -1.6608 -1.1943 -2.0319
C25 -1.9146 -2.4039 -2.6443
C26 -3.2475 -2.8141 -2.8673
C27 -4.2566 -2.1090 -2.2917
C28 -4.0089 -0.8952 -1.5955
C29 -3.6492 2.5019 -0.4614
C30 -3.9811 3.0520 0.7798
C31 -4.8763 4.1341 0.9186
C32 -5.4527 4.7107 -0.2119
C33 -5.2666 4.0428 -1.4309
C34 -4.4177 2.9737 -1.5211
H12 0.2037 2.8596 -1.8087
H13 1.3133 3.3334 -3.9692
H14 0.1513 2.5824 -6.1218
H15 -2.1104 1.5315 -5.9582
H16 -3.0779 1.0155 -3.7548
H17 -0.6811 -0.8066 -1.9209
H18 -1.1268 -2.9745 -3.1005
H19 -3.5898 -3.6871 -3.3969
H20 -5.2607 -2.5220 -2.4020
H21 -4.8789 -0.3473 -1.2195
H22 -3.4838 2.6145 1.6029
H23 -5.0960 4.4725 1.9290
H24 -6.1291 5.5217 -0.1216
H25 -5.8117 4.3976 -2.3003
H26 -4.3680 2.4409 -2.4282
N4 4.6092 -6.5014 2.4958
C35 3.7141 -6.9063 1.5549
O1 3.4300 -8.1137 1.4266
C36 3.0118 -5.8783 0.7872
C37 1.6052 -5.8248 0.7432
C38 1.0143 -4.7286 0.1046
C39 1.8541 -3.8171 -0.5122
N5 3.1809 -3.8672 -0.5535
C40 3.7149 -4.8224 0.1675
H27 5.1378 -7.1907 3.0130
H28 4.7931 -5.5558 2.6705
H29 1.1210 -6.7038 1.1666
H30 -0.0536 -4.5946 0.1286
H31 1.4560 -2.9418 -1.0103
H32 4.8008 -4.8500 0.1817
N6 -2.1875 -4.7295 1.3769
C41 -1.6813 -3.4500 1.3801
C42 -1.2458 -3.2598 2.6569
N7 -1.4714 -4.3726 3.4428
C43 -2.0415 -5.2334 2.6452
H33 -2.5966 -5.2291 0.6234
H34 -1.6454 -2.8097 0.5692
H35 -0.7136 -2.3799 2.9544
H36 -2.4639 -6.2136 2.9001

Results of the Löwdin charge analysis, in e, for atoms 1 through 6: 0.196 -0.100 -0.100 -0.062 -0.276 0.106



5.
ORCA calculation (the ωB97M-V functional and the def2-TZVPD basis) on C43H36IrNP2S as an isolated structure.

Output
E_HOMO: 0.83 eV
Relative energy (zero: lowest compared OMol25 entry of this formula, charge and spin): 0.0 kcal/mol
Kohn-Sham gap: 0.128 Ha
LUMO energy: 0.1585 hartree
Net charge: -2

Element x y z (Å)
Ir1 0.2164 0.0561 0.0206
C1 0.6650 -2.0578 2.3876
P1 -0.7595 -1.4946 1.3273
C2 -1.2973 -3.0707 0.5363
C3 -2.2978 -3.8952 1.0481
C4 -2.6239 -5.0895 0.4178
C5 -1.9501 -5.4756 -0.7331
C6 -0.9610 -4.6540 -1.2570
C7 -0.6463 -3.4546 -0.6350
C8 -2.1844 -1.2222 2.4756
C9 -3.2671 -0.5293 1.9272
C10 -4.3751 -0.2174 2.6978
C11 -4.4107 -0.5673 4.0445
C12 -3.3355 -1.2407 4.6038
C13 -2.2349 -1.5747 3.8206
C14 1.5009 -0.8404 2.6275
C15 2.1702 -0.3378 3.7328
C16 2.5821 0.9789 3.3855
C17 2.1412 1.1970 2.0893
C18 2.0452 2.4160 1.2262
P2 0.3606 2.3163 0.4268
C19 0.4964 3.4250 -1.0278
C20 -0.4804 4.3576 -1.3662
C21 -0.3999 5.0750 -2.5535
C22 0.6597 4.8695 -3.4233
C23 1.6290 3.9250 -3.1065
C24 1.5388 3.2019 -1.9283
C25 -0.6310 3.3509 1.6016
C26 -1.6056 2.6877 2.3366
C27 -2.3584 3.3587 3.2936
C28 -2.1411 4.7089 3.5221
C29 -1.1636 5.3836 2.7969
C30 -0.4125 4.7067 1.8481
N1 1.5229 0.0800 1.6321
H1 0.3670 -2.5533 3.3131
H2 1.1853 -2.7970 1.7682
H3 -2.8323 -3.6047 1.9446
H4 -3.4090 -5.7166 0.8259
H5 -2.2066 -6.4055 -1.2284
H6 -0.4442 -4.9272 -2.1691
H7 0.0851 -2.7815 -1.0730
H8 -3.2109 -0.2243 0.8849
H9 -5.2061 0.3172 2.2524
H10 -5.2678 -0.3058 4.6544
H11 -3.3484 -1.5060 5.6551
H12 -1.4040 -2.1001 4.2745
H13 2.3232 -0.8433 4.6757
H14 3.1086 1.6854 4.0110
H15 2.1630 3.3358 1.8033
H16 2.7831 2.4106 0.4189
H17 -1.3228 4.5175 -0.7048
H18 -1.1787 5.7865 -2.8034
H19 0.7189 5.4224 -4.3535
H20 2.4452 3.7294 -3.7918
H21 2.2589 2.4184 -1.7215
H22 -1.7537 1.6294 2.1440
H23 -3.1104 2.8197 3.8584
H24 -2.7261 5.2379 4.2661
H25 -0.9861 6.4383 2.9763
H26 0.3503 5.2372 1.2879
S1 -1.5218 0.1536 -1.6743
C31 -0.9331 -0.7217 -3.0977
C32 0.1747 -0.2630 -3.8163
C33 0.6502 -0.9547 -4.9173
C34 0.0262 -2.1260 -5.3365
C35 -1.0767 -2.5912 -4.6358
C36 -1.5483 -1.8964 -3.5262
H27 0.6733 0.6351 -3.4721
H28 1.5295 -0.5932 -5.4384
H29 0.4098 -2.6779 -6.1873
H30 -1.5663 -3.5109 -4.9407
H31 -2.3965 -2.2710 -2.9647
C37 1.5447 -0.6551 -1.1722
C38 2.7532 -1.1596 -1.4907
C39 3.7638 -0.4006 -2.2170
C40 4.9517 -0.9678 -2.6044
C41 5.2857 -2.3051 -2.3397
C42 4.3329 -3.0551 -1.6263
C43 3.1351 -2.5394 -1.2076
H32 3.5484 0.6284 -2.4850
H33 5.6579 -0.3420 -3.1475
H34 6.2305 -2.7309 -2.6523
H35 4.5529 -4.0910 -1.3747
H36 2.4485 -3.1582 -0.6399

Results of the Löwdin charge analysis, in e, for atoms 1 through 6: 0.688 -0.241 0.838 -0.316 -0.088 -0.112